i:
Below is an isolated ion of composition CH5N2S and charge +1, with properties calculated with ωB97M-V/def2-TZVPD.

Each line ends with the Mulliken charge.
CARTESIAN COORDINATES (ANGSTROEM)
N1 0.9974 -0.7212 -0.4749  -0.15
C1 0.5993 0.4873 -0.4472  0.19
N2 -0.9998 0.7906 -0.0866  -0.27
S1 -2.0378 -0.4884 0.0024  -0.14
H1 1.9711 -1.0450 -0.5006  0.31
H2 0.3684 -1.4438 -0.3866  0.15
H3 1.3196 1.2497 -0.5795  0.39
H4 -1.0852 1.6865 -0.5182  0.29
H5 -2.1884 -0.4048 1.4444  0.23

Results
Total charge: +1
SMILES: [NH2+]=CNS
Gap between HOMO and LUMO, eV: 9.58
Lowest unoccupied orbital energy, eV: -5.09

***

ii:
Below is an isolated ion of composition CH5N2S and charge +1, with properties calculated with ωB97M-V/def2-TZVPD.

Each line ends with the Mulliken charge.
CARTESIAN COORDINATES (ANGSTROEM)
N1 -0.4621 -0.3768 1.0655  -0.24
C1 0.4312 0.2055 0.3471  0.28
N2 0.5307 0.0052 -1.0752  -0.24
S1 -0.6903 -0.8832 -1.9071  -0.14
H1 -0.4595 -0.2811 2.0747  0.28
H2 -1.1602 -0.9775 0.6267  0.20
H3 1.2160 0.8125 0.7800  0.35
H4 1.2722 0.4692 -1.5818  0.28
H5 -1.4632 0.1725 -2.2271  0.22

Results
Total charge: +1
SMILES: [NH2+]=CNS
Gap between HOMO and LUMO, eV: 10.48
Lowest unoccupied orbital energy, eV: -4.46

***

Which of them is the least stable? Correct choice: i.

***

i:
Below is an isolated ion of composition C7H12N5 and charge +1, with properties calculated with ωB97M-V/def2-TZVPD.

Each line ends with the Mulliken charge.
CARTESIAN COORDINATES (ANGSTROEM)
C1 1.2148 -0.3901 1.8162  -0.13
C2 -0.9177 0.2983 -0.2941  -0.57
C3 0.3018 -0.5072 -0.4349  0.67
C4 0.7533 1.6812 2.9842  0.06
C5 -0.7163 -0.4764 -2.4887  -0.52
C6 2.2103 -1.7982 0.1459  -1.11
C7 -2.6850 0.9113 -1.8424  -0.95
N1 0.7173 0.7143 2.2483  -0.08
N2 0.3900 -0.9584 -1.7158  -0.15
N3 1.1739 -0.8385 0.5022  0.04
N4 -1.4529 0.2759 -1.4827  0.21
N5 0.0236 2.3837 3.7865  -0.31
H1 1.7234 -1.0581 2.4985  0.35
H2 -0.3975 0.1730 -3.3173  0.34
H3 -1.3284 -1.2927 -2.8968  0.34
H4 2.8253 -1.4035 -0.6683  0.37
H5 2.8597 -1.9775 1.0002  0.34
H6 1.7660 -2.7492 -0.1618  0.41
H7 -3.3938 0.1745 -2.2245  0.32
H8 -3.0997 1.3903 -0.9593  0.35
H9 -2.5152 1.6626 -2.6164  0.33
H10 1.0831 -1.5769 -2.0978  0.20
H11 -0.8988 2.0888 4.0959  0.22
H12 0.3625 3.2728 4.1231  0.26

Results
Total charge: +1
Gap between HOMO and LUMO (alpha / beta), eV: 6.52 / 6.51
Lowest unoccupied orbital energy (alpha / beta), eV: -3.99 / -4.00

***

ii:
Below is C7H12N5 as an isolated structure, with properties calculated with ωB97M-V/def2-TZVPD.

Each line ends with the Mulliken charge.
CARTESIAN COORDINATES (ANGSTROEM)
C1 -2.4118 -0.2497 -1.0550  -0.07
C2 -0.0357 -0.0919 0.0189  0.00
C3 2.0755 -0.5214 -0.2081  0.40
C4 -2.3252 1.0260 1.2133  -1.22
C5 -0.6620 -2.3327 0.7199  -0.72
C6 1.2990 1.9080 -0.8113  -0.90
C7 -1.7376 0.7194 -0.2215  0.45
N1 -2.9872 -0.8832 -1.8194  -0.35
N2 1.5036 -1.6253 0.2163  -1.15
N3 0.2382 -1.3853 0.3424  0.93
N4 1.1308 0.5277 -0.2907  0.09
N5 3.4187 -0.3303 -0.3329  -0.45
H1 -1.7843 0.5681 2.0424  0.36
H2 -3.3064 0.6440 1.3679  0.40
H3 -2.1180 2.1620 1.3509  0.31
H4 -1.7058 -1.9288 0.8367  0.29
H5 -0.7097 -3.3252 0.1437  0.30
H6 -0.3516 -2.7605 1.7072  0.32
H7 0.4393 2.3274 -1.2974  0.36
H8 1.6514 2.5472 0.0269  0.31
H9 2.0325 1.8250 -1.6348  0.39
H10 -1.4239 1.6797 -0.8484  0.40
H11 4.0155 -1.0588 -0.7834  0.31
H12 3.7548 0.5586 -0.6835  0.25

Results
Total charge: +1
Gap between HOMO and LUMO, eV: 9.86
Lowest unoccupied orbital energy, eV: -3.38

***

Which of them is the least stable? Correct choice: i.